Version 1
Below is a molecular structure, CH3O4P, with properties calculated with ωB97M-V/def2-TZVPD.

Structure (ORCA input):
```
! RIJCOSX wB97M-V def2-TZVPD def2/J DEFGRID3
* xyz 0 1
C 1.90939 -0.51059 -0.17268
O 0.65033 -0.89980 -0.28607
O -1.67092 -0.19702 -0.51086
O 2.31329 0.54747 -0.48424
O 0.06754 1.18798 0.54948
P -0.19996 0.38264 -0.84368
H 2.48113 -1.41806 0.35258
H -2.38148 -0.28028 -1.22770
H -0.47318 1.95447 0.66519
*
```

## Properties
Lowest unoccupied orbital energy, eV: 0.63
M, g mol⁻¹: 110.00
Gap between HOMO and LUMO, eV: 10.140
HOMO, eV: -9.5

natural (NBO) charges in e:
1 C 0.652
2 O -0.762
3 O -1.024
4 O -0.554
5 O -0.995
6 P 1.544
7 H 0.120
8 H 0.521
9 H 0.498

***

Version 2
Below is a molecular structure, CH3O4P, with properties calculated with ωB97M-V/def2-TZVPD.

Structure (ORCA input):
```
! RIJCOSX wB97M-V def2-TZVPD def2/J DEFGRID3
* xyz 0 1
C 1.11992 0.18469 -0.37677
O -0.44049 0.92166 1.84943
O -1.85014 -1.02622 -0.51729
O -1.69069 0.51051 -0.44696
O -1.00756 -1.35054 0.55538
P -0.41930 0.21648 0.58624
H 0.92039 0.15917 -1.44088
H 1.68101 1.07746 -0.12299
H 1.68684 -0.69322 -0.08616
*
```

## Properties
Lowest unoccupied orbital energy, eV: -0.32
M, g mol⁻¹: 110.00
Gap between HOMO and LUMO, eV: 10.581
HOMO, eV: -10.9

natural (NBO) charges in e:
1 C -1.031
2 O -1.010
3 O 0.001
4 O -0.513
5 O -0.497
6 P 2.254
7 H 0.266
8 H 0.264
9 H 0.266

***

The structure with the least stability is version 2.

***

Version 1
Below is a molecular structure, C38H57CaO29, with properties calculated with ωB97M-V/def2-TZVPD.

Structure (ORCA input):
```
! RIJCOSX wB97M-V def2-TZVPD def2/J DEFGRID3
* xyz 1 1
Ca -0.58266 -0.42630 -3.71984
C -0.20641 0.27477 0.43242
C -0.37122 0.04034 -1.02551
O -0.54053 1.02280 -1.81391
O -0.33848 -1.12818 -1.49555
H -0.98995 -0.24932 0.98395
H -0.26390 1.30698 0.77206
H 0.73540 -0.09411 0.84608
C 1.04327 3.67121 2.83415
C 1.07900 5.18917 2.74209
C 0.63727 5.94095 3.99310
O 1.63766 6.95261 4.13719
C 2.62496 6.74806 3.25023
O 3.57096 7.46665 3.14741
O 2.36306 5.70591 2.44224
H 0.02612 3.28748 2.92775
H 1.63084 3.31417 3.68350
H 1.48535 3.23937 1.93890
H 0.36532 5.41280 1.94227
H 0.53050 5.24261 4.82470
H -0.30354 6.46111 3.82374
C 2.33624 2.72252 -0.65638
C 1.99649 3.99853 -1.39108
C 1.04449 3.85325 -2.62287
O -0.18369 4.39839 -2.18007
C -0.03605 5.03410 -1.00794
O -0.87661 5.64486 -0.41966
O 1.18040 4.82464 -0.54487
H 3.08415 2.99233 0.09226
H 2.70383 1.92686 -1.30445
H 1.50628 2.29842 -0.09626
H 2.92778 4.52054 -1.59798
H 0.91412 2.80273 -2.86319
H 1.38412 4.40175 -3.50076
C -3.10168 3.01887 -0.68142
C -2.67715 3.30615 0.74868
C -2.94389 4.74820 1.24822
O -3.89475 4.57332 2.28593
C -4.30306 3.30931 2.39001
O -5.15945 2.91990 3.11796
O -3.65841 2.55539 1.49766
H -4.10310 3.31832 -0.99215
H -3.06442 1.96307 -0.96271
H -2.39977 3.44604 -1.40710
H -1.65776 2.95835 0.90607
H -3.33852 5.34177 0.42710
H -2.02337 5.16634 1.64459
C -4.26217 5.09877 -3.39244
C -3.73001 4.27422 -4.53821
C -2.46140 4.80717 -5.22658
O -1.69671 3.61195 -5.37799
C -2.17529 2.63119 -4.66253
O -1.58701 1.58088 -4.51780
O -3.27798 2.99489 -4.02005
H -4.99117 4.53863 -2.81188
H -4.69139 6.01863 -3.78907
H -3.44250 5.36738 -2.72190
H -4.53213 4.06616 -5.24965
H -1.93595 5.48237 -4.55084
H -2.65696 5.24459 -6.19966
C 3.67701 -5.14238 -1.42879
C 3.66012 -4.38033 -2.75425
C 2.89460 -5.14973 -3.84048
O 1.75823 -4.31849 -4.08830
C 1.87664 -3.15839 -3.45329
O 1.07898 -2.26264 -3.54338
O 2.84078 -3.20536 -2.54362
H 3.79321 -4.43864 -0.60587
H 4.52223 -5.83077 -1.40297
H 2.75593 -5.68822 -1.22138
H 4.66196 -4.15292 -3.11206
H 2.60025 -6.15093 -3.53715
H 3.44405 -5.18275 -4.78205
C 1.20378 -2.61813 2.14899
C 2.13115 -3.78997 2.20758
C 1.80684 -4.84003 3.32550
O 1.71719 -6.06180 2.64446
C 1.90492 -5.90236 1.31999
O 1.90511 -6.76738 0.51823
O 2.11851 -4.58771 1.03609
H 0.17654 -2.99990 2.13300
H 1.27341 -2.02242 1.23303
H 1.31997 -1.91086 2.96841
H 3.13466 -3.41550 2.44161
H 0.87849 -4.53542 3.81535
H 2.57041 -4.82274 4.10202
C 5.52794 -2.67526 1.21772
C 5.05343 -1.32743 0.69300
C 3.74647 -1.28752 -0.11170
O 3.01066 -0.26969 0.54484
C 3.64226 0.21975 1.59743
O 3.21711 1.04811 2.34162
O 4.86000 -0.38978 1.73325
H 5.71293 -3.32395 0.35866
H 4.76001 -3.12679 1.85134
H 6.44396 -2.67710 1.80433
H 5.82555 -0.91466 0.02979
H 3.24387 -2.25553 -0.07353
H 3.92512 -1.01204 -1.14870
C -2.92228 -4.14727 -2.76172
C -1.45655 -4.33778 -2.40405
C -1.17943 -4.24670 -0.90466
O -0.45192 -5.42630 -0.61077
C -0.44683 -6.24149 -1.69772
O 0.07209 -7.29658 -1.70113
O -1.05916 -5.66261 -2.76773
H -3.29940 -3.12974 -2.61486
H -3.57051 -4.88159 -2.29037
H -3.06234 -4.23537 -3.84477
H -0.79657 -3.64676 -2.92126
H -2.11945 -4.27957 -0.34940
H -0.64532 -3.33319 -0.65397
C -4.12810 -1.50587 2.45779
C -3.95055 -1.62465 3.96820
C -4.38377 -3.01403 4.50920
O -3.14595 -3.62720 4.87551
C -2.08971 -2.76224 4.66486
O -0.95787 -3.07872 4.85762
O -2.53603 -1.60972 4.21965
H -3.53346 -2.21052 1.87453
H -3.90514 -0.49338 2.12141
H -5.17395 -1.69163 2.20087
H -4.46612 -0.81967 4.48318
H -4.81397 -3.65142 3.74145
H -5.00052 -2.85810 5.39150
*
```

## Properties
Lowest unoccupied orbital energy, eV: -3.82
M, g mol⁻¹: 1017.92
Gap between HOMO and LUMO, eV: 8.315
HOMO, eV: -12.1

Here are the Löwdin charges for atoms 1 to 99, given in e:
1 Ca 1.661
2 C 0.024
3 C -0.685
4 O -0.146
5 O -0.154
6 H 0.101
7 H 0.063
8 H 0.062
9 C -0.010
10 C -0.334
11 C -0.074
12 O 0.084
13 C -0.566
14 O 0.164
15 O 0.106
16 H 0.086
17 H 0.097
18 H 0.049
19 H 0.119
20 H 0.134
21 H 0.133
22 C -0.019
23 C -0.243
24 C -0.072
25 O 0.051
26 C -0.567
27 O 0.153
28 O 0.098
29 H 0.098
30 H 0.093
31 H 0.060
32 H 0.157
33 H 0.103
34 H 0.135
35 C -0.028
36 C -0.257
37 C -0.082
38 O 0.088
39 C -0.592
40 O 0.162
41 O 0.065
42 H 0.085
43 H 0.082
44 H 0.061
45 H 0.125
46 H 0.130
47 H 0.109
48 C -0.010
49 C -0.270
50 C -0.035
51 O 0.105
52 C -0.564
53 O -0.024
54 O 0.109
55 H 0.089
56 H 0.103
57 H 0.086
58 H 0.160
59 H 0.141
60 H 0.145
61 C 0.000
62 C -0.246
63 C -0.045
64 O 0.099
65 C -0.554
66 O 0.002
67 O 0.102
68 H 0.056
69 H 0.108
70 H 0.074
71 H 0.154
72 H 0.146
73 H 0.139
74 C -0.012
75 C -0.311
76 C -0.070
77 O 0.101
78 C -0.544
79 O 0.174
80 O 0.048
81 H 0.093
82 H 0.053
83 H 0.110
84 H 0.115
85 H 0.117
86 H 0.137
87 C 0.003
88 C -0.307
89 C -0.073
90 O 0.030
91 C -0.558
92 O 0.167
93 O 0.101
94 H 0.086
95 H 0.062
96 H 0.095
97 H 0.153
98 H 0.109
99 H 0.133

***

Version 2
Below is a molecular structure, C38H57CaO29, with properties calculated with ωB97M-V/def2-TZVPD.

Structure (ORCA input):
```
! RIJCOSX wB97M-V def2-TZVPD def2/J DEFGRID3
* xyz 1 1
Ca -1.04188 4.36433 -0.45634
C -0.35882 0.35653 0.78946
C -0.53755 1.80291 0.46595
O -1.70851 2.27495 0.33553
O 0.42029 2.56544 0.17391
H -0.94002 -0.32255 0.16559
H -0.60769 0.06333 1.81002
H 0.69116 0.11984 0.61360
C -2.81133 1.62241 3.71401
C -3.67301 0.42623 4.01345
C -5.07116 0.68976 4.59880
O -5.95341 -0.00524 3.69596
C -5.26122 -0.47861 2.64193
O -5.77780 -1.04756 1.72384
O -3.95988 -0.23266 2.76141
H -3.33674 2.28087 3.01812
H -1.84197 1.30326 3.35328
H -2.74099 2.24285 4.60996
H -3.22785 -0.32535 4.66873
H -5.32718 1.74909 4.55009
H -5.15572 0.30853 5.61106
C -3.66185 -4.36998 2.85068
C -3.40960 -3.62508 1.54843
C -2.14185 -2.78364 1.46707
O -1.52232 -3.25182 0.27710
C -2.10149 -4.37092 -0.18502
O -1.76236 -4.95637 -1.15285
O -3.20963 -4.62343 0.54789
H -4.64051 -4.83874 2.93943
H -3.63091 -3.65699 3.68600
H -2.92105 -5.11790 3.13774
H -4.27551 -2.99764 1.32816
H -1.46080 -2.81537 2.31825
H -2.39409 -1.73933 1.28550
C -0.98207 2.38878 -6.96298
C -1.57345 1.90304 -5.66166
C -0.76689 0.82920 -4.92618
O -0.71791 1.32270 -3.58275
C -1.30505 2.48640 -3.49602
O -1.40035 3.12551 -2.46756
O -1.58751 2.98412 -4.71122
H -1.70007 2.93793 -7.56641
H -0.65555 1.51069 -7.52706
H -0.08006 2.98097 -6.80391
H -2.55767 1.47588 -5.87156
H 0.22736 0.66068 -5.33796
H -1.34410 -0.09295 -4.97824
C 0.43025 -1.88504 -2.20319
C 1.56812 -2.08118 -3.19774
C 2.53337 -3.22506 -2.89436
O 2.40763 -4.10850 -4.00507
C 1.54881 -3.59024 -4.90497
O 1.27910 -4.05808 -5.95936
O 0.99568 -2.45835 -4.44867
H -0.35506 -1.23751 -2.58812
H 0.85775 -1.46532 -1.28632
H -0.00624 -2.84147 -1.90829
H 2.11375 -1.14295 -3.28001
H 2.30475 -3.75836 -1.97342
H 3.52951 -2.78293 -2.83950
C 3.34633 -0.34902 4.07693
C 2.57802 0.87259 4.51614
C 1.75803 1.65297 3.45582
O 0.48985 1.83161 4.06311
C 0.38205 1.09073 5.18326
O -0.57702 0.98981 5.87658
O 1.55413 0.49841 5.45840
H 2.82640 -0.90583 3.29316
H 3.45940 -0.99002 4.95243
H 4.35498 -0.20067 3.68890
H 3.24001 1.52682 5.08860
H 1.69445 1.00635 2.58314
H 2.26605 2.60663 3.34378
C 4.77116 7.48054 -0.13098
C 4.28773 6.07462 0.20563
C 4.13374 5.86906 1.72698
O 2.72919 5.74459 1.90578
C 2.11874 5.70268 0.70795
O 0.97549 5.35967 0.60537
O 2.94594 5.93903 -0.29044
H 4.82580 7.64145 -1.20565
H 5.79824 7.57479 0.23384
H 4.19044 8.24366 0.38481
H 5.00155 5.33748 -0.15447
H 4.49165 6.76525 2.23178
H 4.77406 5.04821 2.04558
C 0.44788 -6.69952 1.08689
C 1.46563 -5.71316 1.60968
C 2.61517 -5.39694 0.64668
O 2.72189 -3.95498 0.66678
C 1.69200 -3.44235 1.36694
O 1.50642 -2.29197 1.61836
O 0.85984 -4.43155 1.70672
H -0.50019 -6.73479 1.61478
H 0.86917 -7.70919 1.12184
H 0.32061 -6.51669 0.01877
H 1.92881 -5.94077 2.57456
H 2.45875 -5.74367 -0.37717
H 3.56538 -5.84218 0.93775
C -5.84329 1.12906 -1.19606
C -4.40446 0.89758 -1.61451
C -3.76941 -0.33224 -0.92346
O -3.10348 -1.00495 -1.99046
C -3.50270 -0.51276 -3.19286
O -3.20767 -0.93296 -4.26538
O -4.28136 0.55444 -2.99662
H -5.86669 1.32799 -0.12174
H -6.42241 0.21361 -1.32108
H -6.37603 1.94267 -1.68400
H -3.69922 1.71668 -1.50976
H -4.53395 -0.94307 -0.44710
H -3.01814 0.05028 -0.23617
C 4.52478 -0.16658 -0.52296
C 3.43883 0.60743 -1.21932
C 3.54170 2.14916 -1.03890
O 3.70158 2.66326 -2.36408
C 3.70250 1.64406 -3.25553
O 3.78600 1.82833 -4.42796
O 3.57580 0.48142 -2.63705
H 5.52023 0.06164 -0.91031
H 4.45339 -1.25315 -0.59126
H 4.53117 0.07757 0.54243
H 2.41113 0.34610 -0.96056
H 4.42901 2.40151 -0.45330
H 2.63398 2.57014 -0.62517
*
```

## Properties
Lowest unoccupied orbital energy, eV: -3.68
M, g mol⁻¹: 1017.92
Gap between HOMO and LUMO, eV: 8.385
HOMO, eV: -12.1

Here are the Löwdin charges for atoms 1 to 99, given in e:
1 Ca 1.670
2 C 0.016
3 C -0.689
4 O -0.174
5 O -0.137
6 H 0.074
7 H 0.088
8 H 0.059
9 C -0.016
10 C -0.287
11 C -0.058
12 O 0.079
13 C -0.576
14 O 0.136
15 O 0.066
16 H 0.094
17 H 0.056
18 H 0.098
19 H 0.156
20 H 0.134
21 H 0.136
22 C -0.013
23 C -0.291
24 C -0.087
25 O 0.040
26 C -0.573
27 O 0.172
28 O 0.092
29 H 0.088
30 H 0.082
31 H 0.087
32 H 0.133
33 H 0.136
34 H 0.094
35 C -0.011
36 C -0.288
37 C -0.052
38 O 0.109
39 C -0.540
40 O -0.016
41 O 0.119
42 H 0.089
43 H 0.100
44 H 0.097
45 H 0.159
46 H 0.148
47 H 0.116
48 C 0.012
49 C -0.296
50 C -0.075
51 O 0.086
52 C -0.572
53 O 0.175
54 O 0.091
55 H 0.073
56 H 0.068
57 H 0.086
58 H 0.125
59 H 0.116
60 H 0.132
61 C -0.014
62 C -0.290
63 C -0.072
64 O 0.052
65 C -0.567
66 O 0.165
67 O 0.090
68 H 0.064
69 H 0.095
70 H 0.086
71 H 0.151
72 H 0.114
73 H 0.132
74 C -0.014
75 C -0.281
76 C -0.075
77 O 0.099
78 C -0.552
79 O 0.028
80 O 0.123
81 H 0.094
82 H 0.098
83 H 0.098
84 H 0.152
85 H 0.134
86 H 0.137
87 C -0.001
88 C -0.298
89 C -0.068
90 O 0.057
91 C -0.564
92 O 0.134
93 O 0.072
94 H 0.091
95 H 0.096
96 H 0.088
97 H 0.158
98 H 0.130
99 H 0.135

***

The structure with the least stability is version 1.